Molecular formula: C23H43N2OP3ScSe
Method: DFT, the ωB97M-V functional and the def2-TZVPD basis

Geometry as XYZ:
```
74
Properties=species:S:1:pos:R:3:forces:R:3:lowdin_charge:R:1
Sc -0.829 -0.233 -0.592 1.451 -0.205 1.727 0.701
P -1.250 -2.304 0.968 -0.241 -0.258 0.118 0.707
P 1.667 -0.639 2.183 0.519 0.134 1.298 0.802
P 1.591 -1.742 -1.222 0.148 -0.677 -0.562 0.696
H -3.053 2.284 -4.148 0.185 -0.704 -0.591 0.067
C -2.969 1.239 -4.506 -0.249 0.612 -0.039 -0.010
C -2.648 0.361 -3.561 -0.032 -1.109 -0.144 -0.090
H -2.357 0.836 -2.629 -0.106 0.146 0.860 -0.013
C -2.651 -2.043 2.091 0.253 0.450 -0.402 -0.225
C -0.498 -3.692 1.879 0.438 0.369 -0.431 -0.203
C -2.097 -3.264 -0.338 0.173 0.082 0.091 -0.239
C 2.844 0.757 2.484 -0.470 0.372 -0.191 -0.254
C 0.639 -0.674 3.739 -0.454 0.137 -0.228 -0.246
C 2.755 -2.123 2.380 -0.289 -0.150 -0.736 -0.261
C 1.350 -1.773 -3.045 -0.080 -0.007 -0.013 -0.258
C 1.826 -3.540 -0.992 -0.424 -0.050 0.061 -0.248
C 3.413 -1.399 -1.304 -0.450 0.797 0.327 -0.225
H -3.185 1.088 -5.581 -0.085 -0.367 0.958 0.102
H -2.684 -0.754 -3.543 0.180 1.016 -0.656 0.070
H -3.284 -1.250 1.697 -0.318 -0.131 0.296 0.036
H -2.298 -1.807 3.095 -0.230 -0.022 -0.054 0.062
H -3.138 -3.012 2.036 -0.486 0.113 0.504 0.060
H -0.156 -3.401 2.877 -0.159 -0.106 -0.213 0.062
H 0.320 -4.111 1.294 -0.045 -0.204 0.194 0.037
H -1.348 -4.384 1.915 0.406 -0.143 0.270 0.077
H -2.621 -2.633 -1.072 -0.166 -0.278 0.094 0.048
H -2.805 -3.869 0.248 -0.057 -0.067 -0.791 0.070
H -1.369 -3.895 -0.858 -0.281 0.026 0.005 0.054
H 3.809 0.497 2.948 -0.437 -0.072 -0.302 0.073
H 2.334 1.499 3.113 0.152 -0.221 0.028 0.022
H 2.988 1.259 1.520 0.465 -0.074 0.087 0.007
H 0.947 -1.385 4.528 0.054 0.316 -0.538 0.073
H -0.377 -0.933 3.393 0.248 0.012 0.454 -0.016
H 0.572 0.340 4.176 0.152 -0.448 -0.218 0.029
H 3.420 -2.166 3.270 -0.622 0.232 -0.540 0.085
H 3.347 -2.165 1.454 0.159 -0.076 0.496 0.006
H 2.085 -2.993 2.327 0.388 0.063 0.326 0.013
H 2.331 -2.141 -3.379 -0.656 0.117 -0.561 0.056
H 1.149 -0.782 -3.475 0.178 -0.274 -0.011 0.037
H 0.558 -2.471 -3.347 0.194 0.148 0.034 0.067
H 2.449 -3.798 -1.853 -0.091 -0.361 0.197 0.066
H 0.874 -4.067 -1.065 0.182 -0.198 0.040 0.034
H 2.362 -3.804 -0.074 -0.224 0.119 -0.161 0.055
H 3.719 -2.020 -2.150 0.215 0.253 0.208 0.057
H 3.979 -1.709 -0.423 -0.229 0.231 -0.067 0.050
H 3.555 -0.336 -1.523 0.362 -0.289 0.020 0.026
C 1.207 2.556 -2.616 0.173 0.892 -0.797 -0.548
C -0.096 3.008 -2.832 0.282 -0.407 -0.561 -0.173
C -0.465 3.265 -4.135 -0.110 0.553 -0.048 -0.069
C 0.459 3.282 -5.184 0.390 -0.323 0.413 -0.016
C 1.808 2.979 -4.942 -0.299 0.040 0.470 -0.020
C 2.194 2.577 -3.638 -0.458 -0.565 0.056 -0.060
Se 1.253 1.451 -1.048 -0.093 -0.669 -1.969 0.966
H 0.220 0.610 -2.090 1.505 0.499 1.221 -0.052
H -0.843 2.967 -2.036 0.219 0.207 -0.213 0.097
H -1.516 3.433 -4.303 0.127 0.389 -0.344 0.091
H 0.107 3.474 -6.189 0.133 0.098 0.015 0.127
H 2.527 3.002 -5.782 -0.373 -0.062 0.763 0.137
H 3.200 2.158 -3.488 -0.529 0.404 0.109 0.123
N -0.999 4.110 4.939 1.206 -0.951 -0.989 0.191
C -0.459 3.157 4.076 0.978 1.284 1.211 -0.431
O 0.637 2.631 4.290 -1.475 0.589 -0.601 0.047
C -1.277 2.717 2.872 0.129 -1.627 0.674 -0.048
C -2.670 2.555 3.041 0.796 0.289 -0.070 0.056
C -3.396 1.922 2.043 -0.193 -0.133 -0.105 0.003
C -2.708 1.287 1.028 0.642 0.280 0.712 -0.142
N -1.353 1.244 0.979 0.076 0.581 -0.277 -0.096
C -0.610 1.999 1.840 -0.804 0.123 -0.252 -0.044
H -0.322 4.548 5.571 -0.396 -0.486 -0.165 0.140
H -1.791 4.688 4.717 -0.080 -0.044 -0.275 0.109
H -3.163 2.884 3.973 0.299 0.016 -0.730 0.153
H -4.474 1.880 2.102 -0.054 -0.093 -0.114 0.138
H -3.233 0.755 0.245 -0.306 -0.174 -0.151 0.111
H 0.497 2.012 1.631 -1.406 0.032 0.774 0.091
```
Positions in Å, forces in eV/Å.

Values from the calculation:
- HOMO-LUMO gap (eV) = 5.62
- highest occupied orbital energy (Ha) = -0.6109
- largest force on an atom (eV/Å) = 2.27
- spin multiplicity = 1
- calculated total energy (a.u.) = -5272.10508
- total charge = +3

Molecular formula: C3H6N2S2
Method: DFT, the ωB97M-V functional and the def2-TZVPD basis

Geometry as XYZ:
```
13
Properties=species:S:1:pos:R:3:forces:R:3:nbo_charge:R:1
C -1.997 1.011 1.680 0.235 0.151 0.275 -0.246
C -1.169 1.492 2.393 -0.269 -0.093 -0.181 -0.233
C 1.302 -1.926 -1.062 -0.402 0.152 0.096 -0.793
N 0.070 1.093 -0.684 -1.155 -0.747 -0.264 -0.346
N -0.705 0.129 -0.975 -0.030 1.887 0.443 -0.378
S 1.702 1.276 -0.574 0.786 0.154 0.060 -0.155
S -0.426 -1.397 -1.375 0.810 -0.875 -0.245 0.543
H -2.705 0.574 1.041 -0.417 -0.247 -0.344 0.238
H -0.449 1.920 3.028 0.404 0.218 0.324 0.236
H 1.339 -2.364 -0.071 0.100 -0.056 0.073 0.225
H 1.967 -1.073 -1.126 0.019 -0.134 -0.056 0.270
H 1.534 -2.670 -1.816 -0.028 -0.107 -0.125 0.230
H -0.464 1.935 -0.458 -0.054 -0.304 -0.056 0.409
```
Positions in Å, forces in eV/Å.

Values from the calculation:
- HOMO-LUMO gap (spin up / spin down) (eV) = 7.85 / 7.85
- highest occupied orbital energy (spin up / spin down) (Ha) = -0.2958 / -0.2958
- largest force on an atom (eV/Å) = 1.94
- spin multiplicity = 1
- calculated total energy (a.u.) = -1023.62722
- total charge = 0

Molecular formula: C2H4N2O4
Method: DFT, the ωB97M-V functional and the def2-TZVPD basis

Geometry as XYZ:
```
12
Properties=species:S:1:pos:R:3:forces:R:3:nbo_charge:R:1
C -0.178 0.276 0.362 1.559 -5.853 3.105 0.661
C -0.881 -2.074 0.034 4.021 -0.915 -2.339 0.618
H 1.091 1.908 -0.843 0.872 -4.675 -0.391 0.506
H 1.418 -0.902 -0.192 -0.279 -1.832 -0.448 0.403
H -1.445 -2.939 0.526 0.439 1.367 -0.865 0.168
H -0.371 3.238 0.788 0.913 -2.398 -1.533 0.519
N 1.195 -0.057 0.251 -1.815 5.518 -2.326 -0.350
N -0.742 1.352 0.287 -2.407 2.398 1.837 -0.214
O 1.233 0.791 -1.101 1.597 2.722 1.177 -0.631
O -0.927 -0.923 1.044 1.282 -0.501 -6.079 -0.519
O -0.119 -2.283 -1.050 -5.118 2.276 7.112 -0.563
O 0.124 2.466 0.304 -1.064 1.892 0.748 -0.596
```
Positions in Å, forces in eV/Å.

Values from the calculation:
- HOMO-LUMO gap (eV) = 10.21
- highest occupied orbital energy (Ha) = -0.3792
- largest force on an atom (eV/Å) = 9.05
- SMILES string = O=CO/C(=N/O)NO
- spin multiplicity = 1
- calculated total energy (a.u.) = -488.81384
- total charge = 0

Molecular formula: C5H10O
Method: DFT, the ωB97M-V functional and the def2-TZVPD basis

Geometry as XYZ:
```
16
Properties=species:S:1:pos:R:3:forces:R:3:nbo_charge:R:1
O 2.160 0.880 -0.145 -0.061 0.262 0.075 -0.718
C 1.967 -0.512 -0.021 -0.039 -0.348 0.019 -0.059
C 0.523 -0.845 -0.347 -0.050 0.082 -0.076 -0.421
C -0.542 -0.097 0.455 -0.005 -0.272 0.117 -0.251
C -1.892 -0.052 -0.189 -0.216 -0.151 -0.054 -0.411
C -1.271 1.235 0.249 0.060 0.115 -0.022 -0.430
H 1.301 1.261 0.087 0.299 0.229 0.001 0.470
H 2.246 -0.869 0.985 -0.118 0.161 -0.099 0.151
H 2.628 -1.021 -0.734 -0.063 0.159 0.133 0.176
H 0.335 -1.910 -0.155 0.074 0.137 -0.109 0.216
H 0.370 -0.683 -1.420 -0.042 0.063 0.121 0.204
H -0.508 -0.340 1.517 -0.133 -0.163 -0.162 0.214
H -1.847 -0.219 -1.264 -0.163 -0.102 0.209 0.209
H -2.756 -0.479 0.304 -0.011 0.222 0.014 0.215
H -1.034 1.999 -0.489 0.198 -0.345 0.001 0.218
H -1.679 1.654 1.169 0.269 -0.048 -0.169 0.218
```
Positions in Å, forces in eV/Å.

Values from the calculation:
- HOMO-LUMO gap (eV) = 11.19
- highest occupied orbital energy (Ha) = -0.3697
- largest force on an atom (eV/Å) = 0.40
- SMILES string = OCCC1CC1
- spin multiplicity = 1
- calculated total energy (a.u.) = -271.70017
- total charge = 0

Molecular formula: C6H10BrN3
Method: DFT, the ωB97M-V functional and the def2-TZVPD basis

Geometry as XYZ:
```
20
Properties=species:S:1:pos:R:3:forces:R:3:nbo_charge:R:1
C -0.300 -1.650 -0.239 1.535 4.448 1.365 -0.283
C -0.889 -1.607 1.037 0.253 -1.525 -0.161 0.085
C 0.137 0.438 0.016 -0.061 -3.625 -1.081 0.421
C -1.604 -2.832 1.604 -0.048 0.368 -0.859 -0.641
C 0.998 0.962 -2.050 -0.374 -5.374 -0.115 -0.436
C 1.255 2.637 -0.203 1.300 -1.829 1.773 -0.400
N -0.749 -0.595 1.847 -1.262 -2.243 1.626 -0.354
N -0.193 0.443 1.272 1.139 3.452 -0.483 -0.386
N 0.874 1.303 -0.688 -0.708 0.352 0.917 -0.437
Br -1.010 -2.026 -1.886 -0.696 -0.625 -0.462 0.099
H -2.448 -2.871 0.873 -0.114 -0.453 1.143 0.220
H -1.078 -3.834 1.525 -0.306 1.476 0.214 0.228
H -1.860 -2.526 2.645 -0.216 -0.743 -0.857 0.242
H 1.916 0.491 -2.318 1.508 -0.101 0.378 0.196
H 0.335 0.061 -2.339 0.604 1.483 1.054 0.238
H 0.816 1.532 -2.849 -1.040 3.775 -2.222 0.205
H 0.531 3.288 -0.556 -0.980 1.818 -1.002 0.200
H 1.074 2.626 0.924 0.930 0.161 -1.392 0.194
H 2.323 2.897 -0.504 -1.507 -0.261 0.572 0.222
H -0.128 1.262 1.889 0.041 -0.553 -0.406 0.389
```
Positions in Å, forces in eV/Å.

Values from the calculation:
- HOMO-LUMO gap (eV) = 7.70
- highest occupied orbital energy (Ha) = -0.2619
- largest force on an atom (eV/Å) = 5.39
- spin multiplicity = 1
- calculated total energy (a.u.) = -2972.70233
- total charge = 0

Molecular formula: C4H5NO
Method: DFT, the ωB97M-V functional and the def2-TZVPD basis

Geometry as XYZ:
```
11
Properties=species:S:1:pos:R:3:forces:R:3:nbo_charge:R:1
O 2.322 -0.871 -0.053 -0.290 -0.210 0.169 -0.591
C 1.195 -0.450 0.106 0.224 -0.290 0.409 0.613
N 0.010 -1.123 -0.090 0.209 -0.249 0.132 -0.615
C -1.165 -0.270 0.021 0.025 0.052 -0.219 -0.261
C -0.514 1.090 0.107 0.965 -0.483 -0.829 -0.215
C 0.791 0.952 0.348 0.399 -0.117 0.298 -0.232
H -0.007 -2.124 -0.185 -0.040 0.018 0.087 0.410
H -1.757 -0.535 0.914 0.172 0.307 -0.224 0.215
H -1.834 -0.337 -0.841 0.170 -0.100 -0.027 0.209
H -0.464 1.835 -0.672 -2.123 1.333 0.377 0.245
H 1.462 1.799 0.358 0.289 -0.261 -0.174 0.222
```
Positions in Å, forces in eV/Å.

Values from the calculation:
- HOMO-LUMO gap (eV) = 9.95
- highest occupied orbital energy (Ha) = -0.3534
- largest force on an atom (eV/Å) = 2.54
- SMILES string = O=C1C=CCN1
- spin multiplicity = 1
- calculated total energy (a.u.) = -285.36247
- total charge = 0

Molecular formula: C3H15NO3
Method: DFT, the ωB97M-V functional and the def2-TZVPD basis

Geometry as XYZ:
```
22
Properties=species:S:1:pos:R:3:forces:R:3:nbo_charge:R:1
C -0.171 -0.342 1.358 0.810 0.493 1.677 -0.581
C -0.024 1.161 0.915 -0.080 1.178 -0.731 -0.275
N -0.929 1.523 -0.170 -0.336 -4.282 -0.332 -0.217
C -0.530 1.075 -1.495 1.721 2.398 0.530 -0.474
H 0.155 -1.028 0.625 0.310 -0.353 -1.060 0.250
H 0.483 -0.550 2.242 -0.320 0.847 -0.661 0.257
H -1.162 -0.588 1.585 -1.321 -0.057 0.507 0.237
H -0.157 1.956 1.645 -0.400 -0.591 0.852 0.223
H 0.981 1.248 0.583 0.703 0.235 -0.462 0.269
H -1.858 1.014 0.035 -1.036 0.317 -0.017 0.428
H -0.777 0.028 -1.722 0.177 -0.350 0.543 0.316
H 0.547 1.303 -1.566 -0.512 -0.681 -0.237 0.252
H -1.022 1.678 -2.258 -0.552 0.037 -0.073 0.237
H -0.796 -2.912 -1.037 0.033 -0.058 0.047 -0.012
H 2.247 -1.107 -1.415 0.222 -0.306 -0.148 0.448
O 1.729 -0.491 -0.896 -0.809 0.008 -0.781 -0.929
H -3.143 -0.753 -0.567 -2.902 -0.189 -1.953 0.434
H 3.417 0.175 0.919 -0.181 0.250 0.584 0.462
O -2.411 -0.615 -0.041 3.002 1.309 1.571 -0.841
H 2.083 -0.291 0.448 0.044 0.023 0.053 0.475
H -1.164 -2.659 -0.441 -0.007 0.023 -0.079 0.014
O 2.504 0.173 1.253 1.434 -0.249 0.167 -0.974
```
Positions in Å, forces in eV/Å.

Values from the calculation:
- HOMO-LUMO gap (eV) = 4.09
- highest occupied orbital energy (Ha) = -0.3327
- largest force on an atom (eV/Å) = 4.31
- spin multiplicity = 1
- calculated total energy (a.u.) = -403.40395
- total charge = 0

> Which of these has the lowest calculated total energy?

C23H43N2OP3ScSe

What did the sixth record say?
Molecular formula: C4H5NO
Method: DFT, the ωB97M-V functional and the def2-TZVPD basis

Geometry as XYZ:
```
11
Properties=species:S:1:pos:R:3:forces:R:3:nbo_charge:R:1
O 2.322 -0.871 -0.053 -0.290 -0.210 0.169 -0.591
C 1.195 -0.450 0.106 0.224 -0.290 0.409 0.613
N 0.010 -1.123 -0.090 0.209 -0.249 0.132 -0.615
C -1.165 -0.270 0.021 0.025 0.052 -0.219 -0.261
C -0.514 1.090 0.107 0.965 -0.483 -0.829 -0.215
C 0.791 0.952 0.348 0.399 -0.117 0.298 -0.232
H -0.007 -2.124 -0.185 -0.040 0.018 0.087 0.410
H -1.757 -0.535 0.914 0.172 0.307 -0.224 0.215
H -1.834 -0.337 -0.841 0.170 -0.100 -0.027 0.209
H -0.464 1.835 -0.672 -2.123 1.333 0.377 0.245
H 1.462 1.799 0.358 0.289 -0.261 -0.174 0.222
```
Positions in Å, forces in eV/Å.

Values from the calculation:
- HOMO-LUMO gap (eV) = 9.95
- highest occupied orbital energy (Ha) = -0.3534
- largest force on an atom (eV/Å) = 2.54
- SMILES string = O=C1C=CCN1
- spin multiplicity = 1
- calculated total energy (a.u.) = -285.36247
- total charge = 0

> What is the largest force on an atom in the third record?

9.05 eV/Å